# 1
This record from the OMol25 dataset describes C23H30CdClN9O5S4Sb as an isolated structure. The level of theory is the ωB97M-V functional and the def2-TZVPD basis.

The geometry in XYZ format:
```
74
Properties=species:S:1:pos:R:3:lowdin_spin:R:1
Cd -0.433 0.193 0.769 0.01
S 4.022 -1.241 3.809 0.26
Sb 3.225 0.257 2.230 0.34
S 0.845 0.646 2.713 0.16
S 3.811 -0.571 0.133 0.21
Cl -1.904 8.085 0.973 0.00
C -1.251 6.479 0.783 0.00
C -0.040 6.313 0.107 0.00
C 0.454 5.056 -0.088 0.00
C -0.235 3.874 0.354 0.00
O 0.239 2.737 0.089 0.00
C -1.468 4.101 1.076 0.00
C -2.268 3.004 1.568 0.00
O -2.192 1.830 1.260 0.00
C -1.938 5.404 1.282 0.00
H 0.495 7.186 -0.242 0.00
H 1.392 4.912 -0.611 0.00
H -3.059 3.325 2.287 0.00
H -2.865 5.551 1.823 0.00
N 1.439 -5.168 5.943 0.00
C 0.499 -4.427 5.221 0.00
C 0.677 -3.055 5.054 0.00
C -0.279 -2.306 4.398 0.00
C -1.413 -2.926 3.905 0.00
C -1.591 -4.288 4.037 0.00
C -0.641 -5.042 4.703 0.00
S -2.564 -1.956 2.932 0.00
O -2.877 -0.746 3.652 0.00
O -3.711 -2.786 2.624 0.00
N -1.668 -1.541 1.642 0.01
C -1.036 -2.472 0.964 0.00
N -0.026 -2.020 0.177 0.00
C 0.652 -2.876 -0.549 0.00
C 0.330 -4.229 -0.571 0.00
C -0.697 -4.612 0.281 0.00
N -1.357 -3.781 1.056 0.00
H 2.349 -4.726 5.963 0.00
H 1.484 -6.136 5.658 0.00
H 1.592 -2.595 5.397 0.00
H -0.146 -1.245 4.247 0.00
H -2.471 -4.732 3.597 0.00
H -0.755 -6.115 4.807 0.00
H 1.481 -2.461 -1.115 0.00
H 0.869 -4.934 -1.186 0.00
H -1.005 -5.653 0.348 0.00
N -3.181 1.575 -3.035 0.00
C -2.177 1.326 -2.092 0.00
N -1.098 2.125 -2.204 0.00
O -2.256 0.376 -1.344 0.00
H -3.278 2.524 -3.363 0.00
H -4.052 1.115 -2.818 0.00
H -1.162 3.010 -2.675 0.00
H -0.430 2.060 -1.433 0.00
C 0.140 0.771 -5.014 0.00
N 0.610 -0.133 -3.993 0.00
C -0.309 -1.207 -3.695 0.00
C 1.347 0.361 -2.926 0.00
N 1.124 -0.058 -1.756 0.00
N 2.318 1.309 -3.308 0.00
C 2.961 2.012 -2.214 0.00
C 3.268 0.877 -4.310 0.00
H -0.916 1.022 -4.860 0.00
H 0.240 0.303 -6.001 0.00
H 0.725 1.687 -4.983 0.00
H -0.514 -1.754 -4.619 0.00
H -1.252 -0.846 -3.275 0.00
H 0.149 -1.862 -2.960 0.00
H 1.862 0.155 -1.086 0.00
H 3.700 1.394 -1.690 0.00
H 2.206 2.345 -1.502 0.00
H 3.468 2.885 -2.629 0.00
H 2.747 0.334 -5.096 0.00
H 4.039 0.223 -3.879 0.00
H 3.758 1.756 -4.742 0.00
```

The calculation puts the total energy at -4224.57805 hartree. Its spin multiplicity is 2. As for the net charge: -2. As for the gap between HOMO and LUMO (spin up / spin down): 5.45 / 5.97 eV. Its highest occupied orbital energy (spin up / spin down) is -0.0565 / -0.0756 Eh.

---

# 2
This record from the OMol25 dataset describes C23H30ClIN5O6RuS as an isolated structure. The level of theory is the ωB97M-V functional and the def2-TZVPD basis.

The geometry in XYZ format:
```
68
Properties=species:S:1:pos:R:3:nbo_charge:R:1
Ru -1.147 -0.387 0.341 1.11
Cl 3.115 -0.393 5.830 0.00
C 2.486 -0.286 4.212 -0.08
C 3.348 -0.175 3.155 -0.21
C 2.861 -0.089 1.839 -0.26
I 4.169 0.035 0.225 0.16
C 1.504 -0.091 1.556 0.38
O 0.994 0.015 0.374 -0.71
C 0.639 -0.237 2.667 0.07
N -0.679 -0.292 2.353 -0.35
C -1.584 -0.429 3.295 0.08
C -1.217 -0.503 4.650 -0.26
C 0.104 -0.447 4.997 -0.12
C 1.091 -0.325 3.994 -0.03
H 4.414 -0.154 3.337 0.24
H -2.615 -0.481 2.971 0.25
H -1.988 -0.610 5.400 0.23
H 0.409 -0.489 6.033 0.24
C 0.950 1.695 -3.834 -0.62
C -0.053 2.814 -3.578 -0.21
N 0.556 4.000 -2.978 -0.42
C 1.422 4.822 -3.824 -0.21
C 2.900 4.678 -3.485 -0.62
C 0.331 4.443 -1.721 0.66
O 0.814 5.476 -1.282 -0.62
C -0.584 3.647 -0.829 -0.15
C -1.636 4.305 -0.203 -0.09
C -2.426 3.618 0.703 -0.25
C -2.131 2.295 0.967 0.10
N -1.087 1.686 0.396 -0.37
C -0.334 2.336 -0.487 0.08
H 0.431 0.814 -4.212 0.23
H 1.472 1.419 -2.916 0.21
H 1.695 1.994 -4.573 0.21
H -0.851 2.456 -2.933 0.22
H -0.513 3.117 -4.522 0.20
H 1.125 5.863 -3.693 0.22
H 1.233 4.536 -4.859 0.20
H 3.079 5.000 -2.461 0.23
H 3.495 5.303 -4.152 0.21
H 3.231 3.645 -3.593 0.20
H -1.814 5.348 -0.427 0.24
H -3.259 4.097 1.196 0.23
H -2.736 1.699 1.635 0.23
H 0.493 1.774 -0.901 0.25
O -4.687 -1.047 -1.158 -0.93
S -3.373 -0.827 -0.662 2.54
O -2.402 -1.954 -0.892 -1.01
O -3.253 -0.617 0.842 -0.94
O -2.659 0.379 -1.214 -0.98
C -0.336 -4.909 -1.256 -0.65
C -0.382 -4.826 0.275 0.10
C 0.956 -5.239 0.880 -0.62
C -1.496 -5.722 0.804 -0.61
N -0.715 -3.462 0.746 -0.48
N -0.012 -2.407 0.085 -0.61
H -0.335 -5.951 -1.578 0.22
H 0.562 -4.439 -1.662 0.20
H -1.212 -4.417 -1.686 0.23
H 1.206 -6.258 0.578 0.21
H 0.900 -5.207 1.969 0.22
H 1.770 -4.590 0.549 0.20
H -1.301 -6.761 0.539 0.21
H -2.459 -5.434 0.377 0.22
H -1.558 -5.648 1.891 0.22
H -1.699 -3.292 0.570 0.39
H -0.199 -2.401 -0.918 0.38
H 0.979 -2.514 0.258 0.39
```

The calculation puts the total energy at -2870.63497 hartree. Its spin multiplicity is 2. As for the net charge: 0. As for the gap between HOMO and LUMO (spin up / spin down): 7.43 / 6.95 eV. Its highest occupied orbital energy (spin up / spin down) is -0.2972 / -0.2986 Eh.

---

# 3
This record from the OMol25 dataset describes C23H30ClN4O4PdS as an isolated structure. The level of theory is the ωB97M-V functional and the def2-TZVPD basis.

The geometry in XYZ format:
```
64
Properties=species:S:1:pos:R:3:nbo_charge:R:1
Pd 0.298 0.037 -0.369 0.76
Cl 3.062 4.679 -1.351 0.08
C 3.070 3.281 -0.357 -0.07
C 4.184 2.933 0.377 -0.15
C 4.130 1.795 1.168 -0.23
C 2.973 1.046 1.184 0.04
N 1.886 1.381 0.471 -0.53
C 1.941 2.487 -0.296 0.02
H 5.078 3.548 0.334 0.25
H 4.982 1.491 1.763 0.24
H 2.902 0.154 1.790 0.20
H 1.051 2.754 -0.847 0.24
C 1.656 -3.251 -3.398 -0.22
C 1.391 -3.707 -2.114 -0.18
C 0.977 -2.821 -1.120 -0.32
C 0.843 -1.502 -1.459 0.08
C 1.104 -1.009 -2.714 -0.34
C 1.511 -1.901 -3.703 -0.16
H 1.977 -3.949 -4.167 0.23
H 1.513 -4.754 -1.868 0.23
H 0.761 -3.188 -0.122 0.21
H 0.997 0.035 -2.948 0.24
H 1.713 -1.532 -4.705 0.23
C -3.800 -2.677 -6.492 -0.63
C -3.755 -1.285 -5.908 0.01
C -4.710 -0.332 -6.243 -0.21
C -4.670 0.947 -5.699 -0.19
C -3.649 1.275 -4.822 -0.30
C -2.676 0.341 -4.475 -0.21
C -2.741 -0.932 -5.014 -0.21
S -3.558 2.915 -4.193 2.33
O -4.814 3.527 -4.502 -0.93
O -2.313 3.499 -4.607 -0.94
N -3.428 2.738 -2.582 -0.89
C -4.240 1.733 -1.874 -0.21
C -3.693 1.428 -0.471 -0.52
C -2.273 0.890 -0.397 0.80
O -2.058 -0.246 0.148 -0.79
O -1.305 1.594 -0.841 -0.81
H -4.659 -2.804 -7.151 0.22
H -3.862 -3.430 -5.702 0.22
H -2.895 -2.885 -7.072 0.23
H -5.500 -0.591 -6.940 0.22
H -5.420 1.691 -5.945 0.25
H -1.883 0.612 -3.782 0.22
H -1.990 -1.667 -4.740 0.21
H -2.451 2.728 -2.321 0.43
H -4.310 0.798 -2.434 0.20
H -5.254 2.112 -1.758 0.22
H -4.349 0.695 -0.019 0.23
H -3.710 2.341 0.126 0.24
N -2.647 -1.724 3.925 -0.87
C -1.627 -0.724 4.274 -0.24
C -0.854 -0.282 3.011 -0.24
N -0.557 -1.464 2.124 -0.70
H -2.893 -2.315 4.705 0.39
H -1.345 -2.112 2.345 0.47
H -3.498 -1.287 3.591 0.38
H -0.940 -1.166 4.991 0.21
H -2.061 0.159 4.735 0.21
H 0.074 0.217 3.258 0.22
H -1.463 0.386 2.422 0.24
H -0.557 -1.205 1.152 0.44
H 0.314 -1.910 2.358 0.42
```

The calculation puts the total energy at -2400.40830 hartree. As for the net charge: +1. As for the gap between HOMO and LUMO: 6.68 eV. Its highest occupied orbital energy is -0.4054 Eh.

---

# 4
This record from the OMol25 dataset describes C23H30F5KN3O4PS as an isolated structure. The level of theory is the ωB97M-V functional and the def2-TZVPD basis.

The geometry in XYZ format:
```
68
Properties=species:S:1:pos:R:3:nbo_charge:R:1
K -1.664 1.368 -0.918 0.93
O 2.729 6.190 -1.651 -0.71
C 1.693 5.934 -2.526 0.79
O 1.318 6.809 -3.244 -0.54
C 1.254 4.520 -2.482 -0.30
C 2.128 3.457 -2.612 -0.05
N 1.387 2.342 -2.556 -0.31
N 0.096 2.605 -2.356 -0.27
C -0.028 3.920 -2.309 0.07
C -1.411 4.516 -1.967 0.75
O -1.610 5.679 -2.322 -0.71
O -2.137 3.725 -1.309 -0.82
H 2.805 5.432 -1.060 0.48
H 3.194 3.435 -2.772 0.21
H 1.689 1.382 -2.550 0.43
F -5.571 1.793 -2.070 -0.31
C -4.582 1.068 -2.626 0.20
C -3.733 1.623 -3.569 0.30
F -3.913 2.892 -3.946 -0.30
C -2.736 0.854 -4.142 0.27
F -1.967 1.453 -5.060 -0.31
C -2.520 -0.508 -3.839 -0.27
S -1.298 -1.458 -4.576 -0.46
C -3.422 -1.019 -2.885 0.27
F -3.361 -2.315 -2.532 -0.31
C -4.417 -0.263 -2.293 0.24
F -5.253 -0.825 -1.393 -0.32
C -0.116 -3.825 1.663 -0.61
C -0.567 -2.501 1.044 -0.38
C -1.932 -2.132 1.643 -0.61
C -0.809 -2.697 -0.464 -0.62
P 0.577 -0.957 1.231 1.77
N 0.248 0.185 0.287 -1.60
C 0.444 -0.452 3.103 -0.37
C -0.764 0.491 3.206 -0.62
C 0.320 -1.545 4.165 -0.61
C 1.661 0.424 3.429 -0.62
C 2.381 -1.636 0.987 -0.37
C 3.254 -0.416 0.645 -0.62
C 3.040 -2.446 2.103 -0.61
C 2.363 -2.490 -0.288 -0.62
H -0.912 -4.568 1.525 0.19
H 0.080 -3.744 2.733 0.20
H 0.778 -4.219 1.181 0.20
H -2.674 -2.877 1.338 0.20
H -2.261 -1.159 1.272 0.22
H -1.917 -2.109 2.733 0.19
H -1.726 -3.269 -0.625 0.20
H -0.002 -3.233 -0.960 0.20
H -0.916 -1.732 -0.961 0.25
H -1.718 -0.033 3.168 0.20
H -0.728 1.206 2.382 0.25
H -0.723 1.038 4.155 0.18
H -0.613 -2.102 4.074 0.20
H 0.325 -1.081 5.160 0.19
H 1.144 -2.257 4.129 0.20
H 1.807 1.166 2.641 0.24
H 2.575 -0.156 3.546 0.19
H 1.487 0.952 4.375 0.18
H 3.583 0.131 1.526 0.19
H 2.677 0.264 0.013 0.26
H 4.152 -0.743 0.106 0.18
H 3.213 -1.853 3.001 0.20
H 4.021 -2.800 1.756 0.19
H 2.454 -3.323 2.382 0.20
H 1.832 -1.974 -1.089 0.24
H 1.897 -3.462 -0.131 0.19
H 3.394 -2.674 -0.617 0.18
```

The calculation puts the total energy at -3198.52209 hartree. As for the net charge: -2. As for the gap between HOMO and LUMO: 5.90 eV. Its highest occupied orbital energy is -0.0642 Eh.

---

# 5
This record from the OMol25 dataset describes the molecule C23H30N2O3. The level of theory is the ωB97M-V functional and the def2-TZVPD basis.

The geometry in XYZ format:
```
58
Properties=species:S:1:pos:R:3:nbo_charge:R:1
C 0.048 -0.438 2.029 -0.65
C 1.420 -1.031 1.893 -0.03
C 1.918 -1.851 2.899 -0.21
C 3.189 -2.391 2.828 -0.21
C 3.999 -2.108 1.743 -0.22
C 3.520 -1.293 0.734 -0.22
C 2.237 -0.763 0.791 0.02
C 1.772 0.101 -0.359 0.00
C 2.406 1.478 -0.304 0.05
C 2.741 2.060 0.912 -0.23
C 3.291 3.330 0.952 -0.21
C 3.515 4.032 -0.219 -0.21
C 3.183 3.456 -1.434 -0.21
C 2.628 2.190 -1.476 -0.22
H 2.375 1.735 -2.420 0.23
H 3.356 3.997 -2.353 0.21
H 3.947 5.021 -0.186 0.21
H 3.548 3.770 1.905 0.21
H 2.581 1.518 1.832 0.22
O 2.089 -0.461 -1.635 -0.54
C 1.695 -1.788 -1.860 -0.08
C 0.208 -2.086 -1.584 0.07
O -0.144 -3.343 -2.128 -0.72
H 0.448 -4.016 -1.774 0.47
C -0.710 -1.018 -2.197 -0.25
N -1.631 -0.505 -1.199 -0.45
C -2.129 0.822 -1.505 -0.21
C -2.911 1.365 -0.313 -0.39
H -2.253 1.408 0.556 0.22
H -3.260 2.376 -0.532 0.21
C -4.094 0.446 0.013 -0.31
C -4.770 0.958 1.278 0.69
O -4.392 0.692 2.395 -0.62
N -5.827 1.776 1.055 -0.82
H -6.137 2.019 0.131 0.39
H -6.298 2.185 1.844 0.40
C -3.568 -0.973 0.224 -0.40
C -2.739 -1.418 -0.974 -0.22
H -3.386 -1.474 -1.870 0.16
H -2.332 -2.415 -0.798 0.22
H -2.958 -0.981 1.128 0.23
H -4.400 -1.664 0.370 0.21
H -4.805 0.458 -0.820 0.20
H -2.777 0.819 -2.402 0.16
H -1.276 1.476 -1.706 0.21
H -1.231 -1.468 -3.056 0.19
H -0.096 -0.193 -2.564 0.21
H 0.049 -2.102 -0.496 0.17
H 1.897 -1.960 -2.922 0.20
H 2.307 -2.487 -1.268 0.17
H 0.682 0.235 -0.298 0.21
H 4.139 -1.053 -0.119 0.22
H 4.998 -2.514 1.683 0.21
H 3.549 -3.027 3.624 0.21
H 1.296 -2.066 3.756 0.21
H 0.110 0.648 2.097 0.22
H -0.579 -0.679 1.171 0.23
H -0.438 -0.808 2.928 0.22
```

The calculation puts the total energy at -1229.68121 hartree. As for the net charge: 0. As for the gap between HOMO and LUMO: 9.46 eV. Its highest occupied orbital energy is -0.3204 Eh. As for the structure (SMILES): Cc1ccccc1[C@H](OC[C@H](O)CN1CCC(C(N)=O)CC1)c1ccccc1.

---

# 6
This record from the OMol25 dataset describes C23H30N4O4S as an isolated structure. The level of theory is the ωB97M-V functional and the def2-TZVPD basis.

The geometry in XYZ format:
```
62
Properties=species:S:1:pos:R:3:nbo_charge:R:1
C 7.007 -3.862 1.113 -0.26
H 7.934 -4.170 0.791 0.19
H 6.296 -4.515 1.535 0.21
H 7.185 -2.913 1.659 0.20
O 6.589 -3.342 -0.245 -0.49
C 5.308 -2.976 -0.024 0.53
N 4.793 -2.845 1.284 -0.50
C 3.513 -2.210 1.068 0.06
C 2.787 -1.850 -0.026 -0.02
C 3.332 -1.972 -1.166 -0.20
C 4.461 -2.755 -1.367 -0.30
H 5.076 -2.852 -2.383 0.25
H 2.927 -1.569 -2.089 0.22
N 1.389 -1.314 0.143 -0.53
C 0.751 -0.992 1.142 0.62
O 1.086 -1.346 2.504 -0.72
C -0.535 -0.320 1.030 -0.18
C -0.963 0.631 1.782 -0.15
C -2.280 1.414 1.297 -0.29
C -2.968 0.915 0.375 -0.23
C -2.514 -0.078 -0.553 -0.32
C -1.452 -1.032 -0.096 0.26
N -1.142 -2.034 -0.921 -0.48
C -0.952 -3.352 -0.082 -0.17
C -0.051 -4.153 -1.246 -0.33
C -0.591 -4.332 -2.373 -0.46
C -0.584 -2.931 -2.975 -0.34
C -1.762 -2.186 -2.328 -0.21
H -1.670 -1.252 -2.623 0.21
H -2.641 -2.583 -2.088 0.21
H -1.213 -3.207 -4.144 0.17
H 0.330 -2.510 -3.276 0.23
H 0.113 -5.017 -2.932 0.21
H -1.372 -4.843 -2.282 0.21
H 0.138 -5.092 -0.386 0.17
H 0.833 -3.828 -1.057 0.20
H -0.514 -2.935 0.651 0.19
H -1.985 -3.798 0.122 0.18
H -3.232 -0.421 -1.294 0.20
H -3.855 1.386 0.093 0.22
S -2.705 2.809 2.544 2.38
O -1.772 2.735 3.599 -0.91
O -3.977 2.585 2.685 -0.94
N -2.389 4.020 1.282 -0.66
C -1.090 4.253 0.844 -0.24
C -1.099 5.367 -0.252 -0.40
C -1.889 6.565 -0.013 -0.45
C -3.326 6.215 0.342 -0.38
C -3.398 5.170 1.327 -0.25
H -4.314 4.639 1.678 0.25
H -3.003 5.729 2.265 0.15
H -3.798 5.521 -0.679 0.16
H -4.093 7.081 0.326 0.26
H -1.891 7.122 -0.886 0.23
H -1.553 7.140 0.856 0.21
H -1.559 4.538 -1.003 0.22
H 0.072 5.527 -0.513 0.23
H -0.549 3.316 0.843 0.24
H -0.795 4.818 1.798 0.15
H -0.566 0.955 2.825 0.28
H 1.071 -0.959 -0.783 0.42
H 3.050 -2.106 2.281 0.30
```

The calculation puts the total energy at -1811.87250 hartree. As for the net charge: 0. As for the gap between HOMO and LUMO: 7.92 eV. Its highest occupied orbital energy is -0.2799 Eh.

---

> What is the net charge in the second record?

0